# 1
A 2-piece molecular cluster, C9H14O overall at a distorted geometry. Source: the OMol25 dataset; level of theory: ωB97M-V/def2-TZVPD.

Each line ends with the Mulliken charge.
Atoms and positions in Å:
C: 1.6250 -2.3104 0.2335  -0.4455
C: 0.4915 -2.8401 1.0666  -1.0648
H: 1.5509 -2.7853 -0.6593  0.3264
H: 1.5938 -1.1621 0.2450  -0.2308
H: 2.6233 -2.4326 0.5328  0.4491
H: 0.5829 -2.4366 2.0430  0.2879
H: 0.4587 -3.8823 1.2727  0.3899
H: -0.5307 -2.6194 0.7123  0.2481
C: -1.0182 1.4880 2.5420  -1.2316
C: -1.3786 0.4864 -1.1072  -0.8722
C: -0.0691 0.4804 -1.5903  0.8294
C: -1.6059 0.9052 0.2233  -0.3115
C: -0.5640 0.9895 1.0980  0.8440
C: 0.9714 0.4608 -0.6918  -0.4054
C: 0.6990 0.8260 0.6598  -0.4176
O: 0.2559 0.5559 -2.9296  -0.5243
H: -2.1368 0.6635 -1.8563  0.3707
H: -2.7562 1.0977 0.4813  0.1369
H: 2.1075 0.4377 -0.9981  0.1940
H: 1.0924 0.2315 -2.9390  0.2957
H: -2.0669 1.7231 2.6866  0.3399
H: -0.1543 2.2821 2.7725  0.2551
H: 1.6731 0.7972 1.2587  0.2431
H: -0.9916 0.7232 3.2810  0.2936

Atoms 1-6, force components in eV/Å:
-0.8 2.8 1.8
-0.5 0.4 0.7
-0.1 -0.6 -3.4
-0.3 -2.5 -0.7
1.3 -1.1 1.2
-0.2 0.7 1.1

## Properties
Relative energy (zero: lowest compared OMol25 entry of this formula, charge and spin), eV: 2.765
Structure (SMILES): Cc1ccc(O)cc1.CC
Charge: 0
Frontier orbital gap, eV: 9.567

***

# 2
A 2-piece molecular cluster, C9H14O overall at a distorted geometry. Source: the OMol25 dataset; level of theory: ωB97M-V/def2-TZVPD.

Each line ends with the Mulliken charge.
Atoms and positions in Å:
C: 0.4466 -1.9137 0.5863  -1.6099
C: -1.0017 1.9263 1.9530  0.5989
C: 0.1238 1.8334 1.0797  -0.3402
C: -1.5572 0.7761 2.4017  -0.5205
C: 0.6695 0.6461 0.6584  -0.8006
C: -1.0777 -0.4505 1.9178  -0.5236
C: -0.0144 -0.5541 1.0462  0.9401
O: -1.5157 3.1647 2.1748  -0.5551
H: 0.6243 2.7569 0.8077  0.2156
H: -0.8785 3.8859 2.1539  0.3140
H: -2.4920 0.7469 2.9448  0.3730
H: 1.5864 0.6689 0.1015  0.4787
H: -1.4269 -1.4160 2.2697  0.3493
H: -0.3486 -2.3394 -0.0363  0.3156
H: 0.5114 -2.5136 1.4986  0.4813
H: 1.3515 -1.8897 -0.0078  0.3141
C: 1.2669 -0.3427 -2.5871  -0.4312
C: -0.0277 -1.1156 -2.7995  -0.7873
H: 1.5226 -0.0759 -1.5452  -0.2064
H: 2.2000 -0.7772 -2.9656  0.3374
H: 1.2226 0.6503 -3.0142  0.3293
H: -0.5896 -1.3191 -1.8921  0.1911
H: 0.0910 -1.9627 -3.4699  0.2614
H: -0.6867 -0.3851 -3.2765  0.2752

Atoms 1-6, force components in eV/Å:
-1.0 0.2 0.4
2.0 0.8 -2.0
0.0 0.5 0.8
-1.2 -1.2 -0.1
-1.6 -0.7 1.1
0.8 -0.1 -0.1

## Properties
Relative energy (zero: lowest compared OMol25 entry of this formula, charge and spin), eV: 0.888
Structure (SMILES): Cc1ccc(O)cc1.CC
Charge: 0
Frontier orbital gap, eV: 9.260

***

# 3
A 2-piece molecular cluster, C9H14O overall at a distorted geometry. Source: the OMol25 dataset; level of theory: ωB97M-V/def2-TZVPD.

Each line ends with the Mulliken charge.
Atoms and positions in Å:
C: -2.1693 0.7881 -2.6406  -1.2599
C: 1.5633 1.4252 -0.4275  0.3624
C: 0.3273 1.7271 0.1580  -0.3579
C: 1.6309 0.8493 -1.6962  -0.5232
C: -0.8976 1.4110 -0.5578  -0.4951
C: 0.4567 0.6841 -2.3947  -0.3977
C: -0.7990 0.9627 -1.8493  0.5211
O: 2.7556 1.6632 0.2577  -0.5677
H: 0.2551 1.9622 1.2719  0.3365
H: 2.8248 1.2393 1.0895  0.3187
H: 2.6044 0.6378 -2.3026  0.2612
H: -1.7021 1.5975 0.0235  0.4736
H: 0.3243 0.2102 -3.3183  0.3659
H: -2.0269 0.1005 -3.4965  0.3498
H: -2.4053 1.8542 -3.0161  0.2642
H: -2.9297 0.5216 -1.9522  0.3446
C: -0.0528 -2.9783 2.6771  -1.0676
C: 0.2015 -1.4692 2.5413  -0.6122
H: 0.7868 -3.5174 2.8883  0.3523
H: -0.7586 -3.1744 3.4532  0.3228
H: -0.6982 -3.3564 1.8947  0.3138
H: -0.7373 -1.0370 2.1297  0.1937
H: 0.9766 -1.1027 1.8093  0.1524
H: 0.4697 -0.9986 3.4576  0.3483

Atoms 1-6, force components in eV/Å:
2.8 2.2 -0.7
0.2 0.0 1.1
-1.0 -1.3 0.2
1.5 0.3 -1.8
5.4 0.7 0.4
-1.5 0.1 1.1

## Properties
Relative energy (zero: lowest compared OMol25 entry of this formula, charge and spin), eV: 1.558
Structure (SMILES): Cc1ccc(O)cc1.CC
Charge: 0
Frontier orbital gap, eV: 9.611

***

# 4
A 2-piece molecular cluster, C9H14O overall at a distorted geometry. Source: the OMol25 dataset; level of theory: ωB97M-V/def2-TZVPD.

Each line ends with the Mulliken charge.
Atoms and positions in Å:
C: 2.6564 -0.8430 -0.8444  -0.7854
C: 3.5334 0.0841 0.1022  -0.6647
H: 2.0099 -1.6152 -0.3097  0.2000
H: 2.1905 -0.1077 -1.5349  0.1821
H: 3.1943 -1.4483 -1.5298  0.4186
H: 3.7855 1.0831 -0.1843  0.3220
H: 2.8484 0.2472 0.9869  0.0328
H: 4.3320 -0.5161 0.4626  0.3257
C: -2.4321 0.4724 -2.3238  -1.3595
C: -1.2325 -0.9564 0.8373  -0.7738
C: -0.1272 -0.1049 1.3042  0.4701
C: -1.8569 -0.7111 -0.3100  -0.1391
C: -1.6347 0.3936 -1.0721  0.4388
C: -0.0460 1.0842 0.6257  -0.3214
C: -0.7566 1.2965 -0.5545  -0.4034
O: 0.4701 -0.5335 2.4961  -0.5573
H: -1.3742 -1.8392 1.4803  0.3197
H: -2.5961 -1.4817 -0.6202  0.2359
H: 0.7037 1.8537 0.9817  0.2580
H: 0.9903 0.1667 2.8491  0.3504
H: -1.7155 0.5960 -3.1334  0.3175
H: -3.1685 1.2075 -2.2225  0.3221
H: -0.5013 2.1824 -0.9479  0.5238
H: -3.0827 -0.3526 -2.8340  0.2869

Atoms 1-6, force components in eV/Å:
-0.2 1.4 0.2
-2.9 -1.9 1.3
0.4 1.7 -0.5
-0.9 -0.9 0.6
1.2 -0.5 -0.5
0.4 0.2 -0.9

## Properties
Relative energy (zero: lowest compared OMol25 entry of this formula, charge and spin), eV: 1.975
Structure (SMILES): Cc1ccc(O)cc1.CC
Charge: 0
Frontier orbital gap, eV: 9.343

***

# 5
A 2-piece molecular cluster, C9H14O overall at a distorted geometry. Source: the OMol25 dataset; level of theory: ωB97M-V/def2-TZVPD.

Each line ends with the Mulliken charge.
Atoms and positions in Å:
C: -1.4654 -3.3316 -1.0284  -0.8693
C: -0.3720 -2.2816 -1.2926  -0.5419
H: -1.0081 -4.3028 -0.8669  0.2934
H: -2.0090 -3.0235 -0.1336  0.2728
H: -2.1793 -3.4020 -1.8471  0.2650
H: 0.4184 -2.7257 -1.8742  0.3862
H: -0.7495 -1.3759 -1.7730  0.1517
H: -0.0161 -1.8149 -0.3766  0.0866
C: 1.7132 0.9312 2.6367  -1.3622
C: 0.7137 2.5423 -0.6406  -0.5680
C: -0.3499 1.7402 -0.9942  0.6580
C: 1.3878 2.2827 0.5516  -0.5058
C: 0.8927 1.3184 1.4263  0.6209
C: -0.8948 0.8235 -0.1049  -0.5382
C: -0.2502 0.5977 1.1079  -0.6578
O: -0.7934 1.7977 -2.2999  -0.5824
H: 1.1669 3.2099 -1.3616  0.3698
H: 2.2535 2.8549 0.8498  0.3384
H: -1.7996 0.2900 -0.3664  0.4587
H: -1.6760 1.4159 -2.3358  0.3290
H: 1.0714 0.8968 3.5245  0.3445
H: 2.4265 1.7020 2.9279  0.3744
H: -0.6800 -0.1177 1.7920  0.3982
H: 2.1992 -0.0275 2.4792  0.2779

Atoms 1-6, force components in eV/Å:
0.2 0.8 0.2
-0.7 0.4 0.2
-0.1 -0.1 0.1
-0.2 -0.3 0.0
0.1 -0.1 -0.1
0.5 0.2 -0.2

## Properties
Relative energy (zero: lowest compared OMol25 entry of this formula, charge and spin), eV: 0.416
Structure (SMILES): Cc1ccc(O)cc1.CC
Charge: 0
Frontier orbital gap, eV: 9.315

***

# 6
The molecule C9H14O2 at a distorted geometry. Source: the OMol25 dataset; level of theory: ωB97M-V/def2-TZVPD.

Each line ends with the Mulliken charge.
Atoms and positions in Å:
C: 0.6206 0.5990 0.5917  0.4261
C: 0.8239 1.3318 -0.8429  -1.3346
C: 0.3495 0.2855 -1.8739  -1.0085
C: 1.2035 -1.4851 -0.3430  -1.0424
C: -0.1432 -0.8934 -0.8948  0.2169
C: 1.7567 -0.4169 0.5938  0.6094
C: -0.7823 -0.1265 0.2977  1.0842
C: -1.9452 0.8141 -0.0502  -1.5339
C: -1.1924 -1.0256 1.5419  -1.5559
O: 0.7209 1.5324 1.6483  -0.6431
O: 2.8206 -0.2398 1.1600  -0.6475
H: 0.2498 2.1473 -0.8438  0.5415
H: 1.8496 1.4616 -0.8863  0.4692
H: -0.4708 0.5576 -2.6079  0.2744
H: 1.1051 0.0125 -2.5825  0.4670
H: 1.1930 -2.3972 0.1694  0.3888
H: 1.9881 -1.5833 -1.1367  0.3748
H: -0.7691 -1.7653 -1.2987  0.3875
H: -2.2190 1.6228 0.7245  0.2969
H: -2.8912 0.3101 -0.0173  0.4538
H: -1.8257 1.3383 -1.0184  0.2689
H: -1.3572 -0.2585 2.3818  0.3369
H: -0.4901 -1.7424 2.0319  0.3092
H: -2.1716 -1.3258 1.1768  0.4298
H: 1.5764 1.2466 2.0786  0.4309

Atoms 1-6, force components in eV/Å:
-1.0 1.9 -0.8
0.3 -4.7 0.9
-2.1 -0.8 0.0
1.6 1.6 -1.2
0.3 -1.1 -0.9
-1.5 0.6 -0.1

## Properties
Relative energy (zero: lowest compared OMol25 entry of this formula, charge and spin), eV: 1.987
Structure (SMILES): CC1(C)[C@H]2CC[C@]1(O)C(=O)C2
Charge: 0
Frontier orbital gap, eV: 10.420

***

# 7
C9H14O3P as an isolated structure at a distorted geometry. Source: the OMol25 dataset; level of theory: ωB97M-V/def2-TZVPD.

Each line ends with the Mulliken charge.
Atoms and positions in Å:
C: -1.8387 -0.1264 -1.1890  0.2430
C: -0.7788 -0.2561 -0.6276  -0.9655
C: 1.4116 -1.4957 -0.6898  0.3783
C: -3.1267 0.0559 -1.8315  -1.2045
C: -0.5940 -2.4856 1.8008  -0.9831
C: 1.8867 1.8317 -1.4642  -1.1855
C: 0.4812 2.1634 0.9089  -1.3647
C: -0.0626 -1.0968 1.9507  -0.5364
C: 0.4688 -0.4773 -0.0254  1.2444
O: 1.1754 -2.6915 -0.7678  -0.7374
O: 2.3840 -0.8352 -1.1303  -0.6462
O: 2.8049 0.7963 1.0149  -0.8914
P: 1.6404 0.9162 0.1242  1.0396
H: -3.5942 -0.9127 -2.0207  0.3025
H: -3.0045 0.5754 -2.7853  0.2886
H: -3.7962 0.6469 -1.1994  0.3009
H: -0.6397 -2.9843 2.7753  0.3721
H: -1.5930 -2.4726 1.3682  0.2328
H: 0.0559 -3.0644 1.1463  0.2646
H: 0.9631 1.8191 -2.0421  0.3161
H: 2.1542 2.8599 -1.2213  0.3862
H: 2.6832 1.3578 -2.0274  0.3403
H: 1.0084 3.1073 1.0358  0.4412
H: -0.4238 2.3233 0.3285  0.3189
H: 0.2138 1.7935 1.8962  0.3248
H: 0.8995 -1.0077 2.4335  0.3570
H: -0.7789 -0.3403 2.2384  0.3634

Atoms 1-6, force components in eV/Å:
0.4 0.1 0.4
-0.9 0.0 -0.6
-0.3 0.1 -0.1
-0.1 0.0 -0.1
0.0 0.0 0.0
0.0 -0.5 0.5

## Properties
Relative energy (zero: lowest compared OMol25 entry of this formula, charge and spin), eV: 0.000
Charge: -1
Frontier orbital gap, eV: 7.874

***

# 8
C9H14P as an isolated structure at a distorted geometry. Source: the OMol25 dataset; level of theory: ωB97M-V/def2-TZVPD.

Each line ends with the Mulliken charge.
Atoms and positions in Å:
C: -0.2622 -1.8349 1.7293  -0.2228
C: -0.3304 -2.5007 0.6221  -0.4377
C: -0.0565 -0.3265 1.8895  -1.5593
C: -1.7338 0.7722 -0.8575  -0.8233
C: -0.7245 1.4002 0.0848  -0.6924
C: 1.8070 0.5080 0.2610  -1.3213
C: -0.9739 -0.0698 -1.9303  -0.7768
C: 2.0552 -0.4814 -0.9380  -0.4910
C: 0.2632 0.3398 0.5217  1.3130
P: 0.2079 -0.9837 -0.8519  0.1360
H: -0.2481 -2.3692 2.6603  0.4268
H: -0.6927 -3.4043 0.2770  0.4882
H: -0.8338 0.0606 2.4091  0.5454
H: 0.7073 -0.0837 2.5374  0.5784
H: -2.4486 0.0980 -0.3575  0.3913
H: -2.4267 1.3644 -1.3722  0.5038
H: -0.2401 2.2205 -0.4888  0.3630
H: -1.5203 1.7797 0.8723  0.2577
H: 2.4432 0.2623 1.0184  0.4552
H: 2.1711 1.5304 -0.0424  0.3048
H: -1.6538 -0.6519 -2.5002  0.4568
H: -0.4035 0.6120 -2.4986  0.4154
H: 2.2469 -0.3524 -2.0151  0.3744
H: 2.9534 -1.0874 -0.7326  0.3145

Atoms 1-6, force components in eV/Å:
0.8 1.3 1.5
0.7 3.5 -3.1
1.4 -2.0 -3.4
0.3 -2.7 -0.3
-2.4 1.6 0.3
-0.9 2.4 -3.8

## Properties
Relative energy (zero: lowest compared OMol25 entry of this formula, charge and spin), eV: 1.048
Charge: +1
Frontier orbital gap, eV: 9.907

***

# 9
A 2-piece molecular cluster, C9H14S overall at a distorted geometry. Source: the OMol25 dataset; level of theory: ωB97M-V/def2-TZVPD.

Each line ends with the Mulliken charge.
Atoms and positions in Å:
C: 1.0864 -0.5147 -1.1743  -1.2579
C: 0.9270 -2.1476 2.3349  -0.7570
C: 1.3991 -1.5166 1.1990  -0.3078
C: -0.4074 -2.6724 2.2344  -0.1740
C: 0.6261 -1.1410 0.0464  0.9204
C: -1.2183 -2.5102 1.1411  -0.5671
C: -0.7155 -1.7674 0.0938  -0.1702
H: 1.4136 -2.1862 3.2525  0.4378
H: 2.3661 -0.9731 1.1901  0.2301
H: -0.9052 -3.1615 3.0152  0.3728
H: -2.1793 -3.1092 1.0302  0.2799
H: 1.8886 0.1788 -0.9569  0.3799
H: 0.2749 -0.1410 -1.8009  0.1611
H: -1.3020 -1.6302 -0.8725  0.1758
H: 1.6244 -1.2645 -1.9048  0.2927
C: -0.7027 2.4606 -2.4070  -0.5287
C: -0.3495 3.0714 0.4306  -0.8170
S: -1.3859 3.4770 -1.0212  -0.1052
H: -1.4372 1.7131 -2.5689  0.2225
H: -0.7873 3.0869 -3.3462  0.3204
H: 0.2530 2.0622 -2.0498  0.0304
H: -0.5589 3.6523 1.2524  0.3656
H: 0.6966 2.9998 0.2003  0.2734
H: -0.6065 2.0334 0.6815  0.2221

Atoms 1-6, force components in eV/Å:
1.8 -1.2 -2.4
-3.6 -0.5 -2.3
0.9 3.0 -1.4
1.5 0.8 0.4
-3.4 -4.6 3.3
-0.3 -0.7 -1.2

## Properties
Relative energy (zero: lowest compared OMol25 entry of this formula, charge and spin), eV: 1.636
Structure (SMILES): Cc1ccccc1.CSC
Charge: 0
Frontier orbital gap, eV: 9.140

***

# 10
A 2-piece molecular cluster, C9H14S overall at a distorted geometry. Source: the OMol25 dataset; level of theory: ωB97M-V/def2-TZVPD.

Each line ends with the Mulliken charge.
Atoms and positions in Å:
C: -2.7554 0.1786 0.1163  -1.3271
C: -1.3833 2.0378 0.9946  -0.4310
C: -1.6137 0.6617 0.8656  1.0593
C: -0.3372 2.5025 1.7632  -0.4467
C: 0.5260 1.4511 2.4122  -0.6111
C: -0.8475 -0.3716 1.5283  -0.6578
C: 0.1606 0.1708 2.3188  -0.2992
H: -2.0228 2.7120 0.3328  0.2707
H: -0.1119 3.5343 1.8065  0.4342
H: -2.5153 -0.2561 -0.9340  0.2161
H: -3.7096 0.8303 0.3229  0.3196
H: 1.3186 1.7989 3.0616  0.4265
H: -0.9739 -1.3994 1.4561  0.4505
H: 0.5520 -0.6368 3.0199  0.2258
H: -3.2308 -0.7545 0.4225  0.3652
C: 2.9164 -0.7428 -1.2781  -0.7462
C: 0.8225 -1.9634 -3.0947  -0.6009
S: 2.4930 -2.3359 -2.0437  -0.0732
H: 4.0144 -0.8365 -1.2056  0.2947
H: 2.5819 -0.0133 -1.8891  0.2866
H: 2.5272 -0.6771 -0.2910  0.2258
H: 0.7441 -3.0876 -3.3678  0.2318
H: 0.7942 -1.2613 -4.0205  0.2758
H: 0.0506 -1.5416 -2.2969  0.1104

Atoms 1-6, force components in eV/Å:
-3.5 -0.9 -1.9
-0.3 0.3 -1.0
0.9 -2.7 1.2
1.7 -3.6 0.5
-1.9 4.8 -0.7
-0.2 5.8 -0.8

## Properties
Relative energy (zero: lowest compared OMol25 entry of this formula, charge and spin), eV: 2.785
Structure (SMILES): Cc1ccccc1.CSC
Charge: 0
Frontier orbital gap, eV: 9.284